# 1
C55H72As2BrN3O7P2W | wB97M-V/def2-TZVPD

Element x y z (Å)
1 W -0.07 0.25 0.21
2 N -1.55 2.01 2.56
3 C -0.75 2.95 3.18
4 C -1.12 3.57 4.35
5 C -0.25 4.48 4.95
6 C 1.06 4.67 4.46
7 C 1.47 4.05 3.32
8 C 2.89 4.02 2.91
9 C 3.07 4.02 1.40
10 C 1.99 3.19 0.68
11 N 0.79 2.75 1.36
12 C 0.53 3.25 2.55
13 H -2.37 1.80 3.12
14 H -1.89 2.38 1.68
15 H -2.09 3.39 4.78
16 H -0.56 5.01 5.84
17 H 1.74 5.31 5.00
18 H 3.47 4.78 3.43
19 H 3.36 4.95 0.92
20 H 1.68 3.63 -0.27
21 C 0.87 -5.60 2.07
22 C 1.30 -4.58 1.07
23 C 2.39 -4.80 0.23
24 C 2.78 -3.83 -0.68
25 C 2.08 -2.64 -0.68
26 Br 2.64 -1.25 -1.85
27 N 1.05 -2.36 0.13
28 C 0.67 -3.35 0.95
29 H 0.61 -6.54 1.58
30 H 0.02 -5.26 2.66
31 H 1.70 -5.82 2.75
32 H 2.95 -5.73 0.29
33 H 3.62 -3.98 -1.34
34 H -0.21 -3.13 1.56
35 C -3.72 3.21 -0.64
36 C -3.61 2.27 -1.83
37 C -4.87 2.35 -2.68
38 O -3.38 0.86 -1.49
39 P -2.67 0.22 -0.16
40 O -1.46 1.36 -0.21
41 C -3.05 -1.47 -0.94
42 P -1.59 -1.76 -1.95
43 O -0.46 -0.81 -1.44
44 O -1.83 -1.38 -3.43
45 C -2.94 -1.86 -4.32
46 C -2.31 -2.20 -5.65
47 C -3.99 -0.78 -4.44
48 O -1.05 -3.20 -1.80
49 C -0.86 -4.21 -2.88
50 C 0.35 -3.87 -3.73
51 C -0.73 -5.55 -2.20
52 O -3.57 0.69 1.03
53 C -4.90 0.22 1.50
54 C -4.81 -1.20 2.03
55 C -5.98 0.40 0.46
56 H -3.93 4.21 -1.02
57 H -2.80 3.27 -0.06
58 H -4.53 2.92 0.02
59 H -2.74 2.56 -2.44
60 H -5.72 1.94 -2.13
61 H -4.77 1.82 -3.62
62 H -5.08 3.39 -2.90
63 H -3.94 -1.43 -1.57
64 H -3.14 -2.23 -0.17
65 H -3.37 -2.75 -3.85
66 H -1.75 -1.35 -6.02
67 H -3.10 -2.43 -6.37
68 H -1.65 -3.06 -5.59
69 H -3.62 0.03 -5.07
70 H -4.25 -0.38 -3.46
71 H -4.88 -1.19 -4.90
72 H -1.77 -4.20 -3.49
73 H 1.27 -4.02 -3.17
74 H 0.31 -2.83 -4.08
75 H 0.37 -4.52 -4.60
76 H 0.21 -5.61 -1.64
77 H -0.73 -6.33 -2.96
78 H -1.56 -5.74 -1.52
79 H -5.08 0.90 2.33
80 H -4.87 -1.93 1.22
81 H -5.65 -1.38 2.70
82 H -3.89 -1.34 2.59
83 H -5.75 -0.15 -0.45
84 H -6.13 1.45 0.21
85 H -6.92 0.02 0.86
86 O -1.53 -0.68 0.80
87 As 0.72 -0.66 2.54
88 C 2.17 0.64 2.42
89 C 2.44 0.70 0.96
90 C 3.00 2.00 0.51
91 C 3.96 2.76 1.46
92 C 3.63 2.59 2.96
93 C 2.72 1.45 3.32
94 C -0.34 -0.55 4.20
95 C -1.40 -1.46 4.22
96 C -2.19 -1.58 5.35
97 C -1.94 -0.78 6.46
98 C -0.89 0.13 6.43
99 C -0.09 0.25 5.30
100 C 1.98 -2.11 3.21
101 C 1.62 -2.94 4.26
102 C 2.54 -3.85 4.77
103 C 3.81 -3.94 4.22
104 C 4.15 -3.14 3.13
105 C 3.23 -2.23 2.63
106 H 2.97 -0.18 0.59
107 H 3.43 1.93 -0.49
108 H 5.01 2.76 1.19
109 H 4.49 2.61 3.62
110 H 2.49 1.34 4.37
111 H -1.59 -2.08 3.35
112 H -3.00 -2.31 5.37
113 H -2.55 -0.88 7.35
114 H -0.69 0.74 7.29
115 H 0.73 0.96 5.30
116 H 0.64 -2.87 4.71
117 H 2.26 -4.47 5.61
118 H 4.53 -4.63 4.63
119 H 5.13 -3.21 2.69
120 H 3.54 -1.61 1.79
121 C 2.46 2.35 -2.67
122 As 0.71 1.80 -1.90
123 C -0.05 3.62 -2.04
124 C -0.05 1.05 -3.62
125 C 0.38 1.71 -4.89
126 C 1.50 1.25 -5.57
127 C 1.88 1.80 -6.78
128 C 1.15 2.85 -7.33
129 C 0.01 3.31 -6.67
130 C -0.37 2.74 -5.46
131 H 2.23 2.85 -3.61
132 H 3.12 1.50 -2.88
133 H 2.98 3.06 -2.03
134 H 0.74 4.36 -2.01
135 H -0.78 3.83 -1.25
136 H -0.54 3.71 -3.01
137 H -1.14 1.11 -3.50
138 H 0.23 0.00 -3.66
139 H 2.08 0.42 -5.15
140 H 2.75 1.42 -7.30
141 H 1.45 3.30 -8.26
142 H -0.58 4.10 -7.11
143 H -1.29 3.07 -4.99

Output
**Total charge**: +4
**Relative energy (zero: lowest compared OMol25 entry of this formula, charge and spin)**: 224.4 kcal per mole

***

# 2
C55H75N7O2 | wB97M-V/def2-TZVPD

Element x y z (Å)
1 C -6.04 -0.23 -1.39
2 C -5.88 0.26 0.05
3 C -6.84 1.43 0.32
4 C -4.43 0.58 0.37
5 C -3.87 1.84 0.12
6 C -2.52 2.10 0.30
7 C -1.91 3.42 -0.16
8 C -2.94 4.47 -0.54
9 C -0.89 3.23 -1.28
10 C -1.68 1.08 0.88
11 C -0.29 1.36 1.26
12 N 0.10 2.31 2.20
13 C -0.69 3.27 2.94
14 C -0.42 4.64 2.77
15 C 0.70 5.18 1.87
16 C 1.85 5.72 2.72
17 C 0.20 6.24 0.90
18 C -1.20 5.57 3.45
19 C -2.23 5.15 4.29
20 C -2.46 3.80 4.49
21 C -1.66 2.83 3.87
22 C -1.80 1.36 4.24
23 C -2.98 1.08 5.17
24 C -0.53 0.78 4.86
25 N 1.46 2.33 2.35
26 N 1.92 1.37 1.50
27 C 3.33 1.13 1.33
28 C 4.02 1.80 0.29
29 C 3.33 2.83 -0.62
30 C 2.70 2.18 -1.84
31 C 4.27 3.95 -1.08
32 C 5.37 1.50 0.09
33 C 6.03 0.59 0.91
34 C 5.35 -0.02 1.96
35 C 4.00 0.24 2.19
36 C 3.34 -0.42 3.40
37 C 2.15 -1.33 3.08
38 C 3.02 0.60 4.50
39 C 0.87 0.75 0.79
40 C 1.13 -0.29 -0.10
41 C -2.25 -0.21 1.12
42 C -1.46 -1.40 1.66
43 C -1.35 -2.52 0.63
44 C -2.04 -1.97 2.95
45 C -3.60 -0.42 0.84
46 H -5.42 -1.11 -1.58
47 H -7.09 -0.50 -1.60
48 H -5.75 0.56 -2.10
49 H -6.16 -0.58 0.72
50 H -6.68 1.83 1.33
51 H -6.69 2.23 -0.41
52 H -7.87 1.08 0.25
53 H -4.52 2.64 -0.25
54 H -1.36 3.80 0.71
55 H -3.68 4.61 0.26
56 H -2.46 5.44 -0.73
57 H -3.47 4.18 -1.46
58 H -0.07 2.57 -0.96
59 H -1.37 2.79 -2.16
60 H -0.46 4.20 -1.57
61 H 1.10 4.34 1.29
62 H 2.22 4.94 3.39
63 H 2.67 6.06 2.08
64 H 1.50 6.57 3.32
65 H -0.64 5.86 0.30
66 H -0.13 7.14 1.43
67 H 1.01 6.53 0.21
68 H -0.99 6.63 3.32
69 H -2.85 5.89 4.79
70 H -3.26 3.48 5.16
71 H -1.99 0.83 3.30
72 H -3.92 1.46 4.75
73 H -3.10 0.00 5.33
74 H -2.82 1.55 6.15
75 H 0.32 0.86 4.17
76 H -0.26 1.34 5.77
77 H -0.66 -0.27 5.13
78 H 2.53 3.28 -0.01
79 H 2.00 1.38 -1.55
80 H 2.15 2.92 -2.43
81 H 3.47 1.73 -2.48
82 H 4.84 4.36 -0.24
83 H 4.96 3.58 -1.84
84 H 3.69 4.76 -1.53
85 H 5.91 1.98 -0.73
86 H 7.08 0.36 0.74
87 H 5.86 -0.72 2.62
88 H 4.12 -1.08 3.81
89 H 2.39 -2.02 2.26
90 H 1.88 -1.93 3.96
91 H 1.27 -0.74 2.80
92 H 3.95 0.97 4.94
93 H 2.47 1.46 4.09
94 H 2.42 0.15 5.30
95 H 2.14 -0.66 -0.18
96 H 0.32 -0.59 -0.75
97 H -0.44 -1.05 1.87
98 H -0.96 -2.14 -0.32
99 H -0.67 -3.30 0.99
100 H -2.33 -2.98 0.44
101 H -2.16 -1.20 3.72
102 H -3.03 -2.43 2.77
103 H -1.37 -2.74 3.35
104 H -4.02 -1.42 1.01
105 C 3.86 -4.38 -3.01
106 C 2.46 -4.78 -2.71
107 C 1.97 -4.75 -1.42
108 C 0.60 -5.15 -1.14
109 O -0.37 -4.93 -1.88
110 N 0.38 -5.80 0.08
111 C -0.94 -6.26 0.43
112 C 1.41 -6.07 1.06
113 N 1.60 -5.21 -3.67
114 N 1.98 -5.11 -4.89
115 C 0.87 -5.20 -5.78
116 N 1.40 -4.94 -7.03
117 C 0.71 -4.79 -8.22
118 C 1.43 -4.37 -9.36
119 C 0.77 -4.09 -10.55
120 C -0.63 -4.23 -10.63
121 C -1.34 -4.69 -9.52
122 C -0.68 -4.98 -8.32
123 O -0.30 -5.46 -5.50
124 H 4.49 -4.54 -2.13
125 H 4.27 -4.98 -3.84
126 H 3.92 -3.32 -3.29
127 H 2.67 -4.49 -0.62
128 H -1.60 -6.19 -0.44
129 H -0.87 -7.31 0.78
130 H -1.35 -5.66 1.26
131 H 2.40 -6.02 0.59
132 H 1.37 -5.36 1.90
133 H 1.27 -7.09 1.46
134 H 2.39 -4.76 -6.98
135 H 2.51 -4.24 -9.28
136 H 1.34 -3.75 -11.42
137 H -1.15 -3.98 -11.55
138 H -2.43 -4.81 -9.57
139 H -1.23 -5.33 -7.44

***

| no. | calculated total energy (hartree) |
| --- | --- |
| 1 | -10624.0008 |
| 2 | -2674.4578 |